Formula: C28H50LiN2O19
Source: the OMol25 dataset
Level of theory: ωB97M-V/def2-TZVPD

Output
- DFT total energy (eV) = -71915.464
- highest occupied orbital energy (eV) = -11.96
- gap between HOMO and LUMO (eV) = 8.4

```
! RIJCOSX wB97M-V def2-TZVPD def2/J DEFGRID3
* xyz 1 1
C 0.61858 2.16320 1.21576
C 1.86381 1.35409 1.11295
N 2.98863 2.09370 0.41958
C 2.70328 2.51437 -0.99413
C 3.53461 3.27276 1.16274
C 4.07731 3.00913 2.61818
C 4.18126 0.98454 0.29421
C 4.06623 -0.08035 -0.74358
O 5.12179 -0.94124 -0.53345
C 5.29916 -1.98971 -1.48872
H 0.06873 2.32336 0.33020
H 0.74599 3.14316 1.50850
H -0.05234 1.59450 1.96483
H 1.72868 0.49373 0.54215
H 2.14107 1.05553 2.27400
H 3.47238 2.97626 -1.55184
H 1.97317 3.28893 -0.86247
H 2.15651 1.77564 -1.63615
H 2.71518 4.04667 1.28283
H 4.49194 3.72884 0.62094
H 4.39762 4.15988 3.06995
H 4.89175 2.28365 2.52732
H 3.33914 2.58845 3.43919
H 4.27308 0.55104 1.32937
H 5.12504 1.47090 0.00123
H 4.18290 0.45422 -1.61657
H 3.03040 -0.63568 -0.70717
H 5.44027 -1.66462 -2.61614
H 4.32138 -2.49835 -1.81752
H 5.98155 -2.65316 -0.96814
Li -1.28126 1.64912 -2.96682
N -0.58963 0.13658 -0.99418
O 0.02796 0.16481 -2.00578
O -0.49431 -0.92950 -0.31724
O -1.58562 0.83542 -0.86096
C 1.74251 -4.22229 0.09008
C 1.42509 -4.35990 1.53214
C 0.94608 -3.02921 2.23295
O -0.38281 -3.37331 2.74329
C -0.64352 -4.62626 2.47510
O -1.56760 -5.25251 2.93770
O 0.27618 -5.25639 1.72945
H 0.69432 -4.24184 -0.49222
H 2.11283 -5.21491 -0.27661
H 2.53454 -3.50214 -0.32051
H 2.32157 -4.80929 2.14706
H 0.97815 -2.32242 1.45087
H 1.45397 -2.76437 3.07039
C -3.68173 -2.88543 -2.13990
C -4.07489 -1.70650 -1.26476
C -4.80895 -0.58243 -2.10398
O -5.94672 -0.38570 -1.36360
C -6.26769 -1.32846 -0.50821
O -7.25477 -1.51530 0.12751
O -5.17116 -2.19874 -0.46196
H -3.28532 -3.76293 -1.38810
H -2.67296 -2.69695 -2.77686
H -4.43813 -3.32632 -2.70111
H -3.14569 -1.29188 -0.89369
H -5.18489 -0.99592 -3.03117
H -4.29518 0.19318 -2.23547
C -3.02389 1.25538 2.67486
C -3.47695 -0.11936 2.07469
C -2.60865 -1.47820 2.35097
O -3.44335 -2.11123 3.25551
C -4.70688 -1.55576 3.36855
O -5.61168 -1.90138 3.98397
O -4.70965 -0.43247 2.57509
H -2.37910 1.58319 1.94888
H -2.18660 1.05445 3.54437
H -3.68473 2.11237 2.93124
H -3.44775 0.07343 1.01245
H -1.58095 -0.83774 2.60187
H -2.34332 -1.99887 1.47967
C 2.51767 -1.08676 -4.01833
C 1.77807 -2.25275 -3.23965
C 0.30899 -2.54069 -3.69357
O 0.32972 -3.94105 -3.60345
C 1.64263 -4.33561 -3.30936
O 1.87989 -5.52192 -3.16712
O 2.41992 -3.40927 -3.24985
H 2.52182 -1.41346 -4.95428
H 3.55883 -0.87838 -3.57688
H 1.89683 -0.24590 -4.09450
H 1.69187 -1.82776 -2.21776
H 0.12136 -2.03257 -4.74630
H -0.55422 -2.27206 -2.85944
C -3.05631 5.10280 1.94604
C -2.17178 5.70560 0.81097
C -0.66205 5.96810 0.88271
O -0.24233 5.16768 -0.12555
C -1.16325 4.44322 -0.77158
O -0.94619 3.56993 -1.59404
O -2.36134 4.72396 -0.29661
H -2.42899 4.26459 2.35561
H -4.04748 4.79363 1.79708
H -2.97741 5.78351 2.68003
H -2.60283 6.54842 0.83343
H -0.37277 5.75240 2.01663
H -0.49665 7.02889 0.78222
*
```

Atom charges from the Löwdin analysis, given in e for atoms 1 to 4: C -0.06; C -0.15; N -0.23; C 0.01